The following is a DFT calculation (ωB97M-V/def2-TZVPD) of a molecular structure, C36H37BrF3GeIN3O7SeTi.

Structure (XYZ):
```
91
Properties=species:S:1:pos:R:3:lowdin_spin:R:1
Ti -1.01 0.52 -0.30 0.06
C -4.87 -0.75 0.33 0.00
C -4.02 -1.80 0.99 0.01
N -4.60 -2.98 1.25 0.11
C -3.81 -3.92 1.80 0.00
C -2.50 -3.73 2.19 0.06
C -1.77 -4.84 2.89 0.01
O -1.71 -4.67 4.31 0.01
C -1.90 -2.44 2.02 0.07
C -0.68 -2.09 2.64 0.19
N -0.32 -0.84 2.91 0.18
C 0.93 -0.58 3.35 0.04
C 2.05 -1.43 3.19 0.05
C 3.31 -1.08 3.63 0.00
C 3.54 0.14 4.27 0.05
C 2.46 1.00 4.44 0.00
C 1.20 0.65 4.00 0.04
I -0.40 1.96 4.34 0.01
C -2.69 -1.53 1.27 0.08
O -2.16 -0.39 0.79 0.00
H -5.91 -1.07 0.36 0.00
H -4.59 -0.56 -0.71 0.00
H -4.77 0.21 0.84 0.00
H -4.27 -4.89 1.96 0.00
H -0.76 -4.95 2.48 0.00
H -2.30 -5.78 2.72 0.00
H -1.50 -3.74 4.47 0.00
H -0.05 -2.92 2.98 0.01
H 1.92 -2.36 2.65 0.00
H 4.14 -1.76 3.46 0.00
H 4.53 0.42 4.60 0.00
H 2.60 1.96 4.93 0.00
O -4.02 1.39 -2.56 0.00
C -3.51 2.03 -1.65 0.00
O -2.50 1.71 -0.93 0.00
H -3.95 3.01 -1.36 0.00
F 1.24 9.47 2.49 0.00
C 2.22 8.61 2.10 0.00
F 2.88 9.23 1.10 0.00
F 3.08 8.55 3.15 0.00
C 1.70 7.27 1.72 0.00
C 1.82 6.80 0.42 0.00
C 1.31 5.55 0.09 0.00
C 0.68 4.75 1.05 0.00
C 0.57 5.25 2.36 0.00
C 1.07 6.49 2.69 0.00
C 0.17 3.46 0.72 0.00
C -0.25 2.35 0.50 0.00
H 2.30 7.40 -0.33 0.00
H 1.40 5.17 -0.92 0.00
H 0.09 4.63 3.11 0.00
H 0.98 6.86 3.70 0.00
Br 5.69 0.88 2.04 0.00
C 4.69 -0.50 1.22 0.00
C 5.34 -1.66 0.82 0.00
N 4.71 -2.67 0.24 0.00
C 3.40 -2.54 0.03 0.00
C 2.67 -1.42 0.40 0.00
C 3.33 -0.37 1.02 0.00
C 1.19 -1.34 0.10 0.00
O 0.64 -2.27 -0.47 0.01
O 0.66 -0.23 0.45 0.00
H 6.41 -1.76 0.99 0.00
H 2.88 -3.37 -0.45 0.00
H 2.78 0.51 1.33 0.00
C -1.58 0.03 -5.66 0.00
Ge -1.02 -1.80 -5.27 0.00
C 0.52 -2.28 -6.40 0.00
C -2.48 -3.04 -5.68 0.00
C -0.55 -1.89 -3.38 0.00
Se -2.12 -1.48 -2.30 0.00
C -2.37 -3.29 -1.65 0.00
H -1.99 0.12 -6.67 0.00
H -0.72 0.71 -5.57 0.00
H -2.33 0.35 -4.94 0.00
H 0.22 -2.36 -7.44 0.00
H 0.94 -3.25 -6.09 0.00
H 1.31 -1.53 -6.32 0.00
H -2.79 -2.92 -6.72 0.00
H -3.33 -2.84 -5.04 0.00
H -2.17 -4.08 -5.54 0.00
H 0.18 -1.11 -3.14 0.00
H -0.15 -2.84 -3.05 0.00
H -2.36 -3.97 -2.50 0.00
H -3.33 -3.35 -1.15 0.00
H -1.57 -3.53 -0.95 0.00
C 1.24 1.07 -2.16 0.00
O -0.09 0.74 -1.90 0.00
H 1.31 1.55 -3.14 0.00
H 1.87 0.18 -2.18 0.00
H 1.64 1.76 -1.41 0.00
```

Properties
**Molar mass**: 1086.94 g mol⁻¹
**LUMO level (alpha / beta)**: 3.78 / 3.78 eV
**Spin multiplicity**: 2
**<S²>**: 0.7757
**Charge**: -2
**Orbital gap (alpha / beta)**: 0.1472 / 0.2338 hartree
**Electronic energy**: -288012.523 eV
**HOMO energy (alpha / beta)**: -0.228 / -2.584 eV


The following is a DFT calculation (ωB97M-V/def2-TZVPD) of a molecular structure, C36H37CdNOP2.

Structure (XYZ):
```
78
Properties=species:S:1:pos:R:3:lowdin_charge:R:1
Cd -0.20 1.27 -3.53 1.39
C -2.15 1.08 -5.67 -0.17
C -2.07 -0.25 -5.45 -0.13
C -1.29 -1.18 -6.32 -0.17
C 0.09 -0.64 -6.75 -0.19
C 0.81 0.13 -5.72 -0.15
C 0.55 1.46 -5.42 -0.41
C -0.08 2.31 -6.44 -0.21
C -1.53 1.85 -6.77 -0.18
C 1.64 0.04 -0.37 -0.21
H -2.85 1.67 -5.11 0.08
H -2.74 -0.76 -4.76 0.08
H -1.87 -1.41 -7.24 0.13
H -1.16 -2.11 -5.76 0.09
H 0.70 -1.53 -6.96 0.11
H -0.01 -0.13 -7.71 0.10
H 1.64 -0.43 -5.27 0.08
H 1.27 2.08 -4.75 0.06
H 0.43 2.32 -7.41 0.12
H -0.11 3.33 -6.06 0.10
H -2.12 2.77 -6.91 0.12
H -1.57 1.29 -7.71 0.11
H 0.95 0.94 -0.28 0.03
H 2.41 0.37 0.34 0.07
H 1.14 -0.90 -0.12 0.06
P -1.52 -0.79 -2.19 0.96
P 2.35 -0.07 -2.01 0.91
C -0.11 -1.37 -3.10 -0.46
C 1.27 -1.18 -2.94 -0.41
C -2.58 -2.29 -2.02 -0.36
C -2.93 -3.28 -2.97 -0.09
C -3.70 -4.39 -2.58 -0.10
C -4.10 -4.55 -1.24 -0.09
C -3.76 -3.56 -0.30 -0.08
C -3.00 -2.47 -0.68 -0.09
C -2.76 0.64 -2.69 -0.37
C -2.39 2.01 -2.91 -0.28
C -3.36 3.00 -2.73 -0.08
C -4.70 2.66 -2.87 -0.10
C -5.10 1.33 -2.91 -0.08
C -4.14 0.32 -2.76 -0.10
C 3.80 -1.08 -1.70 -0.32
C 3.54 -2.38 -1.22 -0.08
C 4.61 -3.23 -0.93 -0.07
C 5.92 -2.81 -1.12 -0.08
C 6.16 -1.51 -1.57 -0.08
C 5.11 -0.64 -1.87 -0.07
C 2.84 1.62 -2.55 -0.34
C 2.53 2.78 -1.78 -0.09
C 2.78 4.06 -2.28 -0.08
C 3.43 4.23 -3.50 -0.08
C 3.81 3.11 -4.23 -0.09
C 3.54 1.82 -3.76 -0.13
H -0.34 -2.26 -3.69 0.04
H 1.91 -1.90 -3.49 0.07
H -2.62 -3.21 -4.01 0.09
H -3.99 -5.15 -3.31 0.10
H -4.65 -5.45 -0.92 0.10
H -4.07 -3.67 0.74 0.11
H -2.73 -1.71 0.06 0.09
H -1.64 2.38 -3.65 0.02
H -3.04 4.02 -2.58 0.11
H -5.45 3.43 -2.85 0.10
H -6.16 1.05 -2.99 0.11
H -4.48 -0.72 -2.73 0.10
H 2.52 -2.69 -1.01 0.11
H 4.40 -4.21 -0.50 0.11
H 6.75 -3.48 -0.92 0.11
H 7.18 -1.15 -1.67 0.10
H 5.29 0.41 -2.15 0.10
H 2.10 2.66 -0.78 0.10
H 2.49 4.93 -1.69 0.11
H 3.61 5.24 -3.88 0.11
H 4.31 3.25 -5.18 0.11
H 3.85 0.96 -4.38 0.12
O -1.89 0.23 1.92 -0.04
C -1.57 0.59 0.82 -0.61
N -1.22 0.90 -0.31 -0.08
```

Properties
**Molar mass**: 674.06 g mol⁻¹
**LUMO level (alpha / beta)**: -0.60 / -0.34 eV
**Charge**: 0
**Orbital gap (alpha / beta)**: 0.1743 / 0.1926 hartree
**Electronic energy**: -64600.662 eV
**HOMO energy (alpha / beta)**: -5.346 / -5.575 eV


The following is a DFT calculation (ωB97M-V/def2-TZVPD) of a gas-phase ion, C36H37Cl2N2 (charge +1).

Structure (XYZ):
```
77
Properties=species:S:1:pos:R:3:lowdin_charge:R:1
C -0.27 -1.17 -3.26 0.24
C -1.57 -0.65 -3.27 -0.16
C -2.17 -0.08 -4.42 0.04
C -3.42 0.50 -4.39 -0.24
C -3.94 1.26 -5.58 -0.04
C -4.21 0.39 -3.25 0.07
C -3.72 -0.18 -2.09 -0.16
C -4.61 -0.24 -0.88 -0.03
C -2.37 -0.58 -2.06 -0.10
N -1.88 -0.91 -0.80 0.02
C -2.39 -2.15 -0.21 -0.10
C -1.37 -2.54 0.83 -0.11
N -0.38 -1.49 0.79 0.00
C 0.78 -1.70 1.56 -0.17
C 0.61 -1.57 2.96 -0.18
C -0.71 -1.21 3.56 -0.04
C 1.74 -1.71 3.76 0.00
C 2.97 -2.05 3.22 -0.26
C 4.17 -2.13 4.12 -0.04
C 3.08 -2.29 1.86 -0.01
C 2.00 -2.16 1.00 -0.19
C 2.13 -2.42 -0.47 -0.02
C -0.49 -0.74 -0.45 -0.28
C 0.21 0.50 -0.55 -0.28
C 0.95 0.87 0.65 -0.04
C 2.29 0.97 0.74 -0.02
C 2.99 1.46 1.91 -0.22
C 4.35 1.12 2.14 -0.03
C 5.04 1.63 3.24 -0.10
C 4.39 2.53 4.10 -0.70
Cl 5.25 3.18 5.41 0.71
C 3.06 2.89 3.88 -0.09
C 2.37 2.36 2.79 -0.02
C -0.49 1.56 -1.31 -0.20
C -0.08 2.00 -2.57 -0.02
C -0.86 2.93 -3.26 -0.09
C -1.99 3.46 -2.62 -0.65
Cl -3.16 4.36 -3.55 0.68
C -2.22 3.23 -1.24 -0.06
C -1.42 2.27 -0.60 -0.01
H 0.38 -0.90 -4.07 0.11
H -0.03 -2.08 -2.71 0.10
H -1.58 -0.05 -5.33 0.14
H -4.91 1.72 -5.34 0.09
H -3.26 2.08 -5.88 0.08
H -4.09 0.61 -6.47 0.10
H -5.21 0.78 -3.27 0.14
H -5.41 0.49 -0.98 0.09
H -5.08 -1.23 -0.78 0.10
H -4.06 -0.02 0.04 0.09
H -3.37 -2.00 0.27 0.11
H -2.56 -2.96 -0.94 0.14
H -0.93 -3.54 0.64 0.14
H -1.82 -2.63 1.84 0.11
H -1.30 -0.57 2.89 0.08
H -1.31 -2.11 3.77 0.09
H -0.56 -0.69 4.50 0.09
H 1.65 -1.55 4.82 0.12
H 5.02 -2.63 3.63 0.08
H 4.52 -1.12 4.43 0.08
H 3.94 -2.67 5.05 0.09
H 4.04 -2.55 1.44 0.12
H 3.13 -2.77 -0.68 0.09
H 1.42 -3.18 -0.82 0.09
H 1.98 -1.51 -1.05 0.06
H 0.12 -1.10 -1.31 0.07
H 1.05 0.20 -1.23 0.12
H 0.30 1.14 1.45 0.11
H 2.89 0.64 -0.09 0.12
H 4.83 0.40 1.46 0.12
H 6.07 1.32 3.43 0.11
H 2.57 3.58 4.57 0.11
H 1.33 2.66 2.61 0.12
H 0.79 1.58 -3.04 0.12
H -0.62 3.25 -4.29 0.12
H -3.00 3.81 -0.73 0.11
H -1.58 2.09 0.46 0.13
```

Properties
**Molar mass**: 568.61 g mol⁻¹
**LUMO level**: -5.96 eV
**Charge**: +1
**Orbital gap**: 0.1491 hartree
**Electronic energy**: -65947.802 eV
**HOMO energy**: -10.021 eV


The following is a DFT calculation (ωB97M-V/def2-TZVPD) of a molecular structure, C36H37FN9PRuS7.

Structure (XYZ):
```
92
Properties=species:S:1:pos:R:3:lowdin_spin:R:1
Ru -0.35 -0.71 0.26 3.15
S -3.10 -3.28 0.82 0.04
C -1.75 -3.81 1.75 0.05
C -2.06 -4.47 3.01 0.01
N -2.37 -4.96 4.01 0.02
C -0.43 -3.62 1.45 0.02
S 0.17 -3.00 -0.08 0.24
C 0.59 -4.04 2.39 0.00
N 1.44 -4.34 3.10 -0.01
C 2.46 3.13 -1.07 0.00
C 2.77 1.66 -0.76 0.00
C 2.16 1.27 0.58 0.02
C 2.45 0.73 -1.93 0.01
C 3.52 0.45 -2.78 0.00
C 3.39 -0.37 -3.89 0.01
C 2.18 -0.99 -4.12 0.01
C 1.08 -0.76 -3.30 0.03
C -0.23 -1.46 -3.61 0.00
C -0.91 -0.85 -4.84 0.00
C -0.04 -2.97 -3.81 0.00
C 1.20 0.14 -2.22 0.02
N 0.00 0.49 -1.50 0.12
C -0.75 1.48 -2.13 0.01
C -0.24 2.32 -3.15 0.01
C -0.99 3.34 -3.73 0.00
C -2.30 3.57 -3.35 0.01
C -2.86 2.72 -2.40 0.00
C -2.10 1.72 -1.85 0.01
F -2.74 0.87 -0.99 0.01
H 2.79 3.76 -0.25 0.00
H 1.39 3.27 -1.21 0.00
H 2.96 3.45 -1.99 0.00
H 3.86 1.58 -0.64 0.00
H 1.15 1.66 0.69 0.01
H 2.76 1.66 1.41 0.00
H 2.14 0.18 0.69 0.01
H 4.48 0.92 -2.57 0.00
H 4.24 -0.55 -4.54 0.00
H 2.07 -1.66 -4.97 0.00
H -0.89 -1.33 -2.76 0.00
H -0.28 -0.98 -5.73 0.00
H -1.08 0.22 -4.71 0.00
H -1.87 -1.33 -5.03 0.00
H 0.51 -3.18 -4.74 0.00
H -1.01 -3.47 -3.87 0.00
H 0.52 -3.41 -2.98 0.00
H 0.77 2.15 -3.50 0.00
H -0.54 3.96 -4.49 0.00
H -2.89 4.37 -3.79 0.00
H -3.91 2.80 -2.12 0.00
N 0.50 -0.29 2.42 0.05
C 0.67 0.50 3.24 0.02
C 0.69 1.52 4.21 0.00
C 1.67 1.56 5.24 0.00
N 2.45 1.61 6.08 0.00
C -0.33 2.49 4.10 0.00
N -1.23 3.22 3.96 0.00
C -4.61 1.77 2.56 0.00
N -3.19 1.81 3.07 0.01
C -3.11 0.99 4.36 0.00
N -3.57 -0.34 4.16 0.01
C -4.94 -0.33 3.63 0.00
N -5.04 0.42 2.38 0.01
C -4.39 -0.30 1.26 0.01
P -2.57 -0.60 1.55 0.07
C -2.29 1.24 2.01 0.02
C -2.67 -1.16 3.33 0.01
H -4.64 2.32 1.62 0.00
H -5.23 2.27 3.31 0.00
H -2.84 2.74 3.31 0.00
H -3.74 1.52 5.08 0.00
H -2.08 1.01 4.69 0.00
H -5.60 0.12 4.37 0.00
H -5.24 -1.36 3.45 0.00
H -4.52 0.27 0.34 0.00
H -4.88 -1.26 1.14 0.00
H -2.43 1.83 1.11 0.00
H -1.27 1.38 2.34 0.00
H -1.67 -1.13 3.76 0.00
H -3.02 -2.18 3.36 0.00
C 3.90 -1.55 1.78 0.02
S 4.87 -0.34 0.85 0.09
C 5.45 -1.18 -0.56 0.24
C 4.76 -2.07 -1.40 0.04
S 3.19 -2.55 -1.22 0.44
S 5.73 -2.65 -2.75 -0.03
C 7.16 -1.75 -2.46 0.01
S 8.51 -1.80 -3.39 0.08
S 7.06 -0.77 -1.02 0.06
H 3.87 -1.16 2.80 0.00
H 4.40 -2.52 1.78 0.00
H 2.89 -1.65 1.39 0.00
```

Properties
**Molar mass**: 971.27 g mol⁻¹
**LUMO level (alpha / beta)**: 1.47 / -0.15 eV
**Spin multiplicity**: 6
**<S²>**: 8.8036
**Charge**: -1
**Orbital gap (alpha / beta)**: 0.2259 / 0.1842 hartree
**Electronic energy**: -141776.679 eV
**HOMO energy (alpha / beta)**: -4.677 / -5.167 eV


The following is a DFT calculation (ωB97M-V/def2-TZVPD) of a molecular structure, C36H37N3O2PbSe2Te2.

Structure (XYZ):
```
83
Properties=species:S:1:pos:R:3:lowdin_charge:R:1
Pb -16.68 -11.14 -5.28 1.14
O -17.98 -13.56 -6.03 -0.77
C -19.41 -13.65 -6.30 -0.42
C -19.76 -12.41 -7.20 -0.04
C -20.15 -11.13 -6.42 -0.26
C -21.32 -10.51 -6.77 -0.02
C -21.84 -9.51 -5.96 -0.05
C -21.15 -9.13 -4.85 -0.04
C -19.91 -9.73 -4.57 -0.21
C -19.18 -9.27 -3.31 -0.04
C -17.77 -8.62 -3.38 -0.51
O -16.88 -9.63 -3.71 -0.44
C -17.53 -8.10 -1.97 -0.16
C -16.49 -8.62 -1.24 -0.03
C -16.13 -8.09 -0.04 -0.06
C -16.84 -6.96 0.40 -0.10
C -17.88 -6.43 -0.33 -0.10
C -18.21 -6.98 -1.52 -0.04
C -17.58 -7.48 -4.38 -0.14
C -18.56 -6.86 -5.11 -0.02
C -18.23 -5.88 -6.09 -0.08
C -16.93 -5.49 -6.25 -0.11
C -15.94 -6.07 -5.46 -0.09
C -16.23 -7.06 -4.54 -0.02
N -19.40 -10.70 -5.37 0.10
C -19.78 -14.97 -6.97 -0.22
C -19.78 -16.14 -6.21 -0.02
C -19.94 -17.40 -6.80 -0.05
C -20.20 -17.53 -8.17 -0.09
C -20.31 -16.38 -8.89 -0.08
C -20.10 -15.12 -8.30 -0.05
C -20.07 -13.60 -4.91 -0.17
C -21.46 -13.56 -4.83 -0.03
C -22.09 -13.62 -3.59 -0.07
C -21.36 -13.68 -2.40 -0.07
C -19.97 -13.65 -2.48 -0.07
C -19.35 -13.61 -3.70 -0.03
H -18.89 -12.29 -7.86 0.11
H -20.53 -12.67 -7.92 0.10
H -21.89 -10.88 -7.58 0.10
H -22.76 -9.04 -6.26 0.11
H -21.57 -8.34 -4.18 0.13
H -19.85 -8.59 -2.79 0.11
H -18.99 -10.12 -2.65 0.14
H -15.93 -9.41 -1.72 0.11
H -15.34 -8.46 0.61 0.11
H -16.58 -6.50 1.36 0.10
H -18.47 -5.58 0.01 0.11
H -19.02 -6.57 -2.09 0.11
H -19.60 -7.17 -4.99 0.09
H -19.02 -5.49 -6.69 0.09
H -16.67 -4.70 -6.94 0.10
H -14.93 -5.71 -5.58 0.10
H -15.46 -7.52 -3.93 0.12
H -19.64 -16.01 -5.13 0.13
H -19.91 -18.29 -6.15 0.11
H -20.39 -18.46 -8.65 0.10
H -20.60 -16.49 -9.92 0.10
H -20.18 -14.28 -8.99 0.11
H -22.10 -13.58 -5.70 0.12
H -23.17 -13.65 -3.57 0.09
H -21.84 -13.82 -1.41 0.11
H -19.37 -13.66 -1.59 0.10
H -18.26 -13.62 -3.76 0.09
Se -16.81 -14.16 -7.27 0.43
Te -15.42 -15.62 -5.77 0.28
Te -13.69 -13.72 -4.68 0.08
Se -15.11 -12.48 -3.11 -0.30
N -17.08 -9.19 -7.36 -0.03
C -16.27 -9.55 -8.53 -0.26
C -14.73 -9.40 -8.31 -0.18
C -14.07 -10.28 -7.26 -0.27
N -14.38 -9.89 -5.86 -0.06
H -18.07 -9.28 -7.50 0.06
H -16.91 -8.23 -7.05 0.06
H -16.60 -8.95 -9.37 0.10
H -16.49 -10.61 -8.75 0.11
H -14.55 -8.35 -8.07 0.11
H -14.36 -9.58 -9.32 0.11
H -12.97 -10.23 -7.40 0.12
H -14.33 -11.29 -7.40 0.06
H -14.45 -8.88 -5.73 0.07
H -13.69 -10.31 -5.23 0.06
```

Properties
**Molar mass**: 1164.03 g mol⁻¹
**LUMO level**: -0.14 eV
**Charge**: 0
**Orbital gap**: 0.2403 hartree
**Electronic energy**: -197026.141 eV
**HOMO energy**: -6.678 eV


Question: Number 4 is which compound?
Answer: C36H37FN9PRuS7


Question: What is the formula in the second record?
Answer: C36H37CdNOP2


What did the second record say?
The following is a DFT calculation (ωB97M-V/def2-TZVPD) of a molecular structure, C36H37CdNOP2.

Structure (XYZ):
```
78
Properties=species:S:1:pos:R:3:lowdin_charge:R:1
Cd -0.20 1.27 -3.53 1.39
C -2.15 1.08 -5.67 -0.17
C -2.07 -0.25 -5.45 -0.13
C -1.29 -1.18 -6.32 -0.17
C 0.09 -0.64 -6.75 -0.19
C 0.81 0.13 -5.72 -0.15
C 0.55 1.46 -5.42 -0.41
C -0.08 2.31 -6.44 -0.21
C -1.53 1.85 -6.77 -0.18
C 1.64 0.04 -0.37 -0.21
H -2.85 1.67 -5.11 0.08
H -2.74 -0.76 -4.76 0.08
H -1.87 -1.41 -7.24 0.13
H -1.16 -2.11 -5.76 0.09
H 0.70 -1.53 -6.96 0.11
H -0.01 -0.13 -7.71 0.10
H 1.64 -0.43 -5.27 0.08
H 1.27 2.08 -4.75 0.06
H 0.43 2.32 -7.41 0.12
H -0.11 3.33 -6.06 0.10
H -2.12 2.77 -6.91 0.12
H -1.57 1.29 -7.71 0.11
H 0.95 0.94 -0.28 0.03
H 2.41 0.37 0.34 0.07
H 1.14 -0.90 -0.12 0.06
P -1.52 -0.79 -2.19 0.96
P 2.35 -0.07 -2.01 0.91
C -0.11 -1.37 -3.10 -0.46
C 1.27 -1.18 -2.94 -0.41
C -2.58 -2.29 -2.02 -0.36
C -2.93 -3.28 -2.97 -0.09
C -3.70 -4.39 -2.58 -0.10
C -4.10 -4.55 -1.24 -0.09
C -3.76 -3.56 -0.30 -0.08
C -3.00 -2.47 -0.68 -0.09
C -2.76 0.64 -2.69 -0.37
C -2.39 2.01 -2.91 -0.28
C -3.36 3.00 -2.73 -0.08
C -4.70 2.66 -2.87 -0.10
C -5.10 1.33 -2.91 -0.08
C -4.14 0.32 -2.76 -0.10
C 3.80 -1.08 -1.70 -0.32
C 3.54 -2.38 -1.22 -0.08
C 4.61 -3.23 -0.93 -0.07
C 5.92 -2.81 -1.12 -0.08
C 6.16 -1.51 -1.57 -0.08
C 5.11 -0.64 -1.87 -0.07
C 2.84 1.62 -2.55 -0.34
C 2.53 2.78 -1.78 -0.09
C 2.78 4.06 -2.28 -0.08
C 3.43 4.23 -3.50 -0.08
C 3.81 3.11 -4.23 -0.09
C 3.54 1.82 -3.76 -0.13
H -0.34 -2.26 -3.69 0.04
H 1.91 -1.90 -3.49 0.07
H -2.62 -3.21 -4.01 0.09
H -3.99 -5.15 -3.31 0.10
H -4.65 -5.45 -0.92 0.10
H -4.07 -3.67 0.74 0.11
H -2.73 -1.71 0.06 0.09
H -1.64 2.38 -3.65 0.02
H -3.04 4.02 -2.58 0.11
H -5.45 3.43 -2.85 0.10
H -6.16 1.05 -2.99 0.11
H -4.48 -0.72 -2.73 0.10
H 2.52 -2.69 -1.01 0.11
H 4.40 -4.21 -0.50 0.11
H 6.75 -3.48 -0.92 0.11
H 7.18 -1.15 -1.67 0.10
H 5.29 0.41 -2.15 0.10
H 2.10 2.66 -0.78 0.10
H 2.49 4.93 -1.69 0.11
H 3.61 5.24 -3.88 0.11
H 4.31 3.25 -5.18 0.11
H 3.85 0.96 -4.38 0.12
O -1.89 0.23 1.92 -0.04
C -1.57 0.59 0.82 -0.61
N -1.22 0.90 -0.31 -0.08
```

Properties
**Molar mass**: 674.06 g mol⁻¹
**LUMO level (alpha / beta)**: -0.60 / -0.34 eV
**Charge**: 0
**Orbital gap (alpha / beta)**: 0.1743 / 0.1926 hartree
**Electronic energy**: -64600.662 eV
**HOMO energy (alpha / beta)**: -5.346 / -5.575 eV